Formula: C3H4N2
Source: the Open Molecules 2025 dataset
Level of theory: ωB97M-V/def2-TZVPD

Element x y z (Å)
C 0.401 -0.929 -0.498
C -0.922 -0.362 -0.477
C 0.383 0.868 0.756
N 1.181 -0.223 0.236
N -0.941 0.648 0.268
H 0.666 -1.680 -1.193
H -1.757 -0.920 -1.100
H 0.492 0.840 1.804
H 0.496 1.757 0.205

Results
HOMO-LUMO gap   10.8 eV
SMILES   C1=NCN=C1
2S+1   1
E_LUMO   0.52 eV
HOMO   -10.240 eV
E   -226.16748 Eh
Energy relative to the best compared isomer or geometry (same formula, charge and spin)   36.2 kcal per mole